No. 1
Computed, not measured: a structure of composition C12H16LiN4O6S2 at a distorted geometry, with ωB97M-V/def2-TZVPD.

CARTESIAN COORDINATES (ANGSTROEM)
Li (-0.4072, 1.2808, 1.3834)
O (-2.6383, -1.2098, 3.2665)
S (-2.0899, -0.0787, 2.5614)
O (-2.0964, 1.1873, 3.2580)
O (-0.7470, -0.3411, 1.9860)
C (-3.1400, 0.1212, 1.0848)
C (-4.0207, -0.9433, 0.8938)
C (-4.8683, -0.9989, -0.1992)
C (-4.8518, 0.0213, -1.1301)
C (-3.9892, 1.0913, -0.9619)
C (-3.1237, 1.1728, 0.1290)
S (-2.0690, 2.6647, 0.0955)
O (-2.1841, 3.2930, 1.3893)
O (-2.5453, 3.4282, -1.0314)
O (-0.7052, 2.1179, -0.1170)
H (-4.0250, -1.7282, 1.6364)
H (-5.5396, -1.8414, -0.3158)
H (-5.5110, -0.0063, -1.9897)
H (-3.9697, 1.9023, -1.6754)
C (1.1990, -1.2799, -0.1445)
N (2.3718, -1.9502, -0.7354)
C (3.4930, -1.8055, 0.2003)
N (3.8157, -0.4003, 0.4910)
C (2.6027, 0.2274, 1.0401)
N (1.4622, 0.1389, 0.1217)
C (1.8256, 0.7954, -1.1381)
N (3.0182, 0.1803, -1.7506)
C (2.7250, -1.2416, -1.9717)
C (4.1200, 0.2628, -0.7850)
H (0.9199, -1.7698, 0.7874)
H (0.3571, -1.3550, -0.8350)
H (4.3755, -2.2870, -0.2264)
H (3.2382, -2.3078, 1.1347)
H (2.8190, 1.2785, 1.2444)
H (2.3385, -0.2683, 1.9767)
H (2.0151, 1.8532, -0.9510)
H (0.9834, 0.7242, -1.8262)
H (3.6022, -1.7182, -2.4138)
H (1.8934, -1.3231, -2.6730)
H (4.3381, 1.3143, -0.5903)
H (5.0077, -0.2016, -1.2192)

The value obtained for the HOMO-LUMO gap is 0.33219 Ha. The charge is -1. For the total energy, the calculation gives -1941.417895 Eh. The HOMO energy comes out at -6.4130 eV.

No. 2
Computed, not measured: the ion C29H48IN4O3 with charge +1 at a distorted geometry, with ωB97M-V/def2-TZVPD.

CARTESIAN COORDINATES (ANGSTROEM)
C (7.9562, 2.0682, 2.7522)
C (8.1798, 2.4351, 1.2821)
C (6.9423, 2.3788, 0.4021)
N (6.4920, 1.0110, -0.0313)
I (8.0183, 0.0341, -1.1026)
C (5.3718, 1.2802, -1.1039)
C (4.0756, 0.4746, -0.7802)
C (2.9271, 1.3892, -1.2540)
C (1.5923, 0.6699, -1.4818)
C (0.6414, 1.5662, -2.3148)
C (-0.5852, 2.0297, -1.5149)
C (-1.4953, 0.8449, -1.1251)
C (-2.9151, 0.8999, -1.7241)
C (-4.0063, 1.0667, -0.6577)
C (-5.4152, 0.8421, -1.2212)
C (-6.3997, 0.3234, -0.1677)
C (-7.8493, 0.6662, -0.5184)
C (-8.8652, -0.0936, 0.3422)
C (-10.1841, -0.3052, -0.3890)
N (-11.1654, -0.9860, 0.4274)
C (-11.1646, -2.3005, 0.7786)
C (-12.2316, -2.5648, 1.5826)
C (-12.9398, -1.3327, 1.7282)
C (-12.2588, -0.4059, 1.0016)
O (4.2226, -0.7147, -1.5875)
C (3.4870, -1.7259, -1.2214)
N (2.8009, -2.5708, -0.8484)
C (4.2712, 0.3727, 0.7342)
O (3.4256, -0.5126, 1.4823)
C (2.8274, 0.1037, 2.4556)
N (2.2880, 0.6832, 3.2905)
C (5.7664, 0.2349, 1.0529)
C (6.3444, -1.0847, 1.5965)
C (5.7923, -2.4363, 1.1199)
C (6.3418, -2.9877, -0.1932)
C (5.8971, -4.4108, -0.4560)
O (6.2901, -5.2227, 0.6534)
H (8.8242, 2.3017, 3.3604)
H (7.7669, 0.9976, 2.8519)
H (7.0864, 2.5799, 3.1663)
H (8.5129, 3.4735, 1.2471)
H (9.0114, 1.8477, 0.8944)
H (6.1206, 2.8849, 0.9125)
H (7.1413, 2.9486, -0.5036)
H (5.0815, 2.3208, -1.0354)
H (5.7258, 0.9688, -2.0764)
H (3.2294, 1.8106, -2.2120)
H (2.8192, 2.1628, -0.4941)
H (1.7858, -0.2171, -2.0809)
H (1.1200, 0.3909, -0.5427)
H (0.3191, 1.0470, -3.2162)
H (1.1771, 2.4624, -2.6388)
H (-0.2223, 2.5508, -0.6264)
H (-1.1221, 2.7564, -2.1233)
H (-1.5596, 0.8110, -0.0365)
H (-1.0340, -0.0969, -1.4234)
H (-3.0087, 1.7041, -2.4535)
H (-3.1156, -0.0455, -2.2307)
H (-3.8123, 0.3834, 0.1698)
H (-3.9491, 2.0946, -0.2909)
H (-5.3722, 0.1222, -2.0395)
H (-5.7846, 1.7901, -1.6177)
H (-6.3152, -0.7639, -0.1289)
H (-6.1759, 0.7588, 0.8070)
H (-7.9769, 1.7400, -0.3674)
H (-8.0481, 0.4569, -1.5735)
H (-9.0576, 0.4836, 1.2496)
H (-8.4510, -1.0438, 0.6818)
H (-10.5979, 0.6629, -0.6636)
H (-9.9978, -0.9023, -1.2830)
H (-10.4268, -3.0243, 0.4715)
H (-12.4873, -3.5163, 2.0126)
H (-13.8310, -1.1701, 2.3078)
H (-12.5299, 0.6302, 0.8832)
H (3.9979, 1.3802, 1.0495)
H (5.8888, 0.8952, 1.9111)
H (6.1446, -1.0434, 2.6674)
H (7.4323, -1.1029, 1.5109)
H (6.0795, -3.1624, 1.8792)
H (4.7056, -2.4632, 1.0879)
H (7.4350, -3.0070, -0.1227)
H (6.1124, -2.3757, -1.0666)
H (4.8250, -4.4869, -0.6428)
H (6.4139, -4.7828, -1.3459)
H (5.6434, -5.9333, 0.7257)

The value obtained for the HOMO-LUMO gap is 0.13486 Ha. The charge is +1. For the total energy, the calculation gives -1875.843683 Eh. The HOMO energy comes out at -9.0146 eV. Its SMILES is CCC[N@+]1(I)C[C@@](CCCCCCCCCCCCn2cccc2)(OC#N)[C@@H](OC#N)[C@H]1CCCCO.